A single C16H23NO3 molecule at a distorted geometry. Source: the OMol25 dataset; level of theory: ωB97M-V with the def2-TZVPD basis set.

The geometry in XYZ format:
```
43
Properties=species:S:1:pos:R:3:forces:R:3:nbo_charge:R:1
O 1.942038 1.383267 -2.935144 0.276 0.709 0.479 -0.552
O 0.971464 1.186204 3.669655 -1.337 -0.885 0.324 -0.738
O -3.207401 2.723331 0.405591 0.943 -1.624 0.446 -0.750
N 0.443497 -2.142503 0.025991 1.306 1.242 -1.395 -0.455
C 1.357148 -2.264538 1.160587 -2.664 -3.306 0.011 -0.201
C -0.329103 0.051133 0.937688 -1.149 -0.956 -0.109 0.043
C 1.286383 0.004007 -1.002048 -0.131 -0.283 -1.579 -0.435
C -1.437126 -2.206052 -1.318579 1.924 2.604 0.331 -0.179
C -0.419502 1.008343 -2.729699 -0.353 -1.578 -1.170 -0.179
C 0.515537 -1.832040 2.343877 1.646 -2.350 1.594 -0.443
C -0.868459 -0.968736 -1.419886 -2.830 -1.791 -0.938 -0.016
C 3.073754 2.244926 -2.598890 -0.576 -1.890 -0.163 -0.254
C -0.034895 -0.487184 2.130887 -0.848 1.375 1.293 -0.055
C -2.640349 1.321980 0.421651 -0.651 0.012 -0.731 -0.051
C -0.756228 -2.914328 -0.182564 -0.792 -0.638 0.102 -0.245
C 0.898345 1.215524 -1.942650 -0.344 -0.849 -1.036 0.069
C -1.236032 -0.086027 -2.563495 2.558 2.011 1.791 -0.217
C 0.143937 -0.746729 -0.323733 -0.703 0.859 0.030 0.057
C -0.168557 0.232802 3.500916 -0.358 0.753 -1.265 -0.083
C -1.136216 1.331497 0.809798 0.872 2.200 1.001 -0.481
H -1.033277 1.938855 1.748374 -0.228 -0.816 -0.440 0.235
H 2.034482 0.327298 -0.339409 0.947 0.593 1.200 0.207
H -0.229403 -0.592201 4.226636 0.633 0.604 0.292 0.173
H -0.315521 -2.657620 2.619531 1.763 1.914 -0.640 0.221
H -4.045814 2.804164 -0.088766 0.742 -0.715 0.289 0.477
H 1.793999 0.919369 3.216804 -0.949 -0.393 0.124 0.473
H -0.543961 1.993056 0.148933 -0.766 -0.221 -0.320 0.217
H -0.533722 1.681327 -3.613189 -0.016 -0.423 0.966 0.217
H 1.772938 -0.802465 -1.595592 -0.283 0.801 -0.230 0.243
H -2.123134 -2.539406 -2.069076 -0.385 -0.625 0.122 0.217
H 2.222492 -1.639663 1.006383 0.332 0.018 -0.059 0.205
H -1.154354 0.791195 3.633140 1.603 -0.215 -0.307 0.192
H 0.733267 2.193829 -1.492594 0.447 -0.058 0.800 0.184
H -0.490662 -3.906998 -0.522724 0.005 -0.579 0.410 0.207
H -3.250238 0.588811 1.043451 0.718 1.219 -0.331 0.171
H 1.614016 -3.410797 1.295529 -0.009 2.299 -0.425 0.201
H -1.482328 -2.952827 0.671368 0.579 -0.222 -0.169 0.175
H 1.277159 -1.844547 3.188245 -1.247 0.173 -0.296 0.207
H -2.675637 0.937666 -0.599572 -0.267 0.045 -0.017 0.178
H 3.979116 1.631258 -2.446550 -0.489 0.163 0.731 0.179
H 2.857049 2.983859 -1.852920 -0.140 -0.040 0.948 0.177
H 3.334257 2.810287 -3.443337 -0.054 0.742 -1.594 0.185
H -2.138960 -0.309327 -3.124617 0.273 0.122 -0.070 0.224
```
Forces are in eV/Å.

## Properties
Energy relative to the best compared isomer or geometry (same formula, charge and spin) = 633.99 kJ/mol
SMILES = CO[C@H]1C=CC2=CCN3CCC(CO)=C(CCO)[C@]23C1
Molecular weight = 277.4 g/mol
Gap between HOMO and LUMO = 8.76 eV
Net charge = 0